(1)
C16H11AsCl3FN2O3ReS4 | ωB97M-V/def2-TZVPD

Positions of all 42 atoms, in Å:
Re: -1.164655 -0.145580 -3.469825
As: -2.551649 -2.118288 -5.731335
Cl: -2.449761 5.093226 -2.574993
Cl: -4.834287 3.605731 -1.769944
Cl: -4.372119 4.212924 -4.588921
S: -1.588496 -0.037425 -5.655528
S: -4.291849 -2.798627 -6.779935
S: -2.356325 -3.759468 -7.101648
S: -2.182820 -2.047013 -3.421324
F: -3.317942 0.895529 2.882554
O: -1.072502 0.179716 -1.421453
O: 2.806793 -0.772120 -2.623151
O: 0.519120 -0.436407 -3.400384
N: 1.829972 -0.377477 1.456352
N: -2.315390 1.630211 -3.280925
C: 1.811450 -0.562172 -2.116559
C: -2.893620 2.613349 -3.170910
C: 4.162638 -1.160826 2.025958
C: 2.315357 -1.110212 3.749343
C: 1.166939 -0.271521 4.280110
C: 1.192721 -0.377027 -0.848782
C: -0.149007 -0.024779 -0.551356
C: -2.086796 0.575832 2.527926
C: -1.780773 0.459830 1.197318
C: 0.512058 -0.080046 1.838388
C: 2.133783 -0.520038 0.198549
C: -3.631959 3.875343 -3.029145
C: 0.163587 0.011672 3.197273
C: 2.915883 -0.454190 2.519283
C: -1.136753 0.344378 3.518938
C: -0.469997 0.126039 0.840130
H: 3.943331 -2.170877 1.673833
H: 3.161428 -0.750415 -0.039788
H: -2.539531 0.615645 0.445992
H: 3.144857 0.591487 2.743422
H: 1.547257 0.676951 4.671331
H: 0.670157 -0.770465 5.111456
H: -1.440972 0.418429 4.556416
H: 3.095752 -1.200266 4.503004
H: 4.706747 -0.605315 1.262028
H: 1.984841 -2.123624 3.504743
H: 4.842513 -1.252127 2.871542

Cartesian forces (eV/Å) of the 6 atoms listed first:
0.321 0.870 -0.075
0.079 -0.032 0.153
0.003 -0.030 -0.005
0.056 -0.005 -0.042
0.050 -0.028 0.072
-0.101 -0.158 -0.203

Summary:
- max |F| (eV/Å) = 1.07
- orbital gap (eV) = 5.666
- LUMO energy (eV) = -11.66
- total charge = +3
- multiplicity = 1
- HOMO (eV) = -17.328



(2)
C26H22N4O4RuS3Si | ωB97M-V/def2-TZVPD

Positions of all 61 atoms, in Å:
Ru: -0.145016 0.367270 0.565142
S: 2.046997 -0.149670 0.341639
S: 0.125895 0.169221 2.883692
S: -1.553742 2.697863 1.050055
Si: 0.542314 1.542830 -2.586431
O: -3.711869 0.218030 -0.552792
O: -0.731821 -1.597017 0.132499
O: -1.914139 3.380656 2.253252
O: -0.100330 2.546260 0.819833
N: 5.214360 -0.309107 2.204549
N: 2.781770 0.101207 5.431666
N: -2.155149 1.214413 0.812467
N: -0.363703 0.498181 -1.527197
C: -0.959195 -0.637907 -2.034391
C: 2.369056 0.092224 4.357029
C: -3.079532 1.192290 -0.210197
C: -2.685829 -2.194798 1.396043
C: -2.122561 -3.078291 -2.941271
C: -1.919082 -2.020174 -3.810027
C: -4.009201 2.865930 -1.950029
C: -1.737940 -2.937955 -1.613786
C: 1.574639 0.521068 -3.792285
C: -3.236936 -2.934120 2.432383
C: -2.286886 4.775866 -0.781547
C: -3.193855 2.531489 -0.882410
C: -3.949472 4.164981 -2.432695
C: 1.835859 0.084953 3.035134
C: -2.353617 3.474983 -0.323279
C: -0.529762 -3.206434 1.858869
C: -1.096934 -3.934450 2.894346
C: -1.339126 -2.355921 1.131252
C: -1.185270 -1.749902 -1.194196
C: 4.073962 -0.187018 2.099192
C: -3.098419 5.107219 -1.858368
C: 1.728657 2.667081 -1.673201
C: -0.555402 2.732526 -3.576314
C: -2.448884 -3.801465 3.178232
C: 2.665361 -0.054023 1.948929
C: -1.348918 -0.835390 -3.373459
H: -1.628765 5.501979 -0.323555
H: 2.175198 1.182139 -4.423783
H: 0.071999 3.307978 -4.264835
H: -0.477327 -4.595392 3.486200
H: 2.423263 2.108762 -1.042915
H: -1.204716 -0.034145 -4.079961
H: -2.887500 -4.364977 3.991697
H: -1.338430 2.254829 -4.162886
H: 1.221874 3.394836 -1.043686
H: -3.269708 -1.498840 0.803671
H: -1.039239 3.444693 -2.902791
H: -1.868123 -3.748741 -0.909410
H: 2.309843 3.211501 -2.423636
H: -3.068449 6.112020 -2.259554
H: 0.525311 -3.262753 1.624699
H: -2.210593 -2.112271 -4.849700
H: -4.287685 -2.819468 2.665785
H: -4.656741 2.117392 -2.386727
H: -4.566119 4.454326 -3.274037
H: -2.566782 -4.003623 -3.282874
H: 2.261787 -0.116417 -3.229897
H: 0.980997 -0.122371 -4.442855

Cartesian forces (eV/Å) of the 6 atoms listed first:
0.382 0.127 0.198
-0.146 -0.046 0.032
-0.031 -0.065 -0.203
-0.167 0.095 -0.155
-0.109 0.074 -0.035
-0.004 0.054 -0.033

Summary:
- expectation value of S² = 0.76
- max |F| (eV/Å) = 0.45
- orbital gap (alpha / beta) (eV) = 6.972 / 5.986
- LUMO energy (alpha / beta) (eV) = 2.24 / 1.32
- total charge = -1
- multiplicity = 2
- HOMO (alpha / beta) (eV) = -4.737 / -4.669



(3)
C11H19EuN | ωB97M-V/def2-TZVPD

Positions of all 32 atoms, in Å:
Eu: -0.050893 0.088420 -0.498259
N: -1.485028 -1.491384 -1.094714
C: -1.192575 1.996231 -2.130547
C: 0.911458 1.358593 -2.870579
C: 0.902936 -1.866602 -1.731871
C: 0.940109 -0.039607 3.838920
C: 1.086299 2.268766 -1.786549
C: 0.763780 -0.876729 1.620016
C: -0.476782 -2.447657 -1.565479
C: -0.208825 2.671223 -1.326360
C: -0.492220 1.189802 -3.096710
C: 0.279959 0.222178 2.466348
C: -1.267357 0.306590 2.550500
H: 2.031619 -0.046947 3.719291
H: 1.623358 -2.225159 -0.987742
H: -1.752578 0.604945 1.594648
H: 1.189753 -1.755289 -2.776291
H: 0.688853 0.689916 4.617707
H: 0.641362 -1.034748 4.194274
H: -0.821759 -2.839034 -2.551743
H: -1.579144 1.061144 3.297164
H: 0.645405 1.182763 2.030654
H: -2.390257 -1.948454 -1.125140
H: 1.833120 -0.934148 1.401919
H: 0.188152 -1.810259 1.590278
H: 2.050016 2.651607 -1.420042
H: -1.699496 -0.661483 2.852224
H: -2.274302 2.095847 -2.058068
H: -0.421223 3.381632 -0.519385
H: -0.418571 -3.313116 -0.854505
H: -0.947776 0.610327 -3.898430
H: 1.702600 0.910623 -3.481518

Cartesian forces (eV/Å) of the 6 atoms listed first:
0.077 -1.301 -1.301
-0.405 0.484 0.624
1.103 0.007 -0.462
-0.730 0.306 -0.031
-0.112 1.231 0.688
-0.216 0.783 0.478

Summary:
- expectation value of S² = 12.05
- max |F| (eV/Å) = 2.68
- orbital gap (alpha / beta) (eV) = 5.888 / 5.892
- LUMO energy (alpha / beta) (eV) = 3.11 / 3.10
- total charge = -1
- multiplicity = 7
- HOMO (alpha / beta) (eV) = -2.782 / -2.789



(4)
C6H11N | ωB97M-V/def2-TZVPD

Positions of all 18 atoms, in Å:
N: 1.746098 -1.380905 0.559308
C: 1.130029 -0.346529 0.208966
C: -1.390934 -0.122478 -0.109462
C: -0.066854 0.531089 0.312108
C: -0.163367 1.220697 1.677853
C: -1.299034 -0.962289 -1.381600
C: 2.405986 -0.420688 -0.456955
H: -0.687012 -1.856892 -1.222960
H: -0.810925 2.098013 1.584942
H: 2.469627 -0.760299 -1.491247
H: 0.816663 1.558519 2.029830
H: 3.249150 0.175639 -0.107085
H: -1.794266 -0.728474 0.711018
H: -2.095509 0.704582 -0.263495
H: -0.587546 0.557639 2.438837
H: -0.853114 -0.392513 -2.205939
H: 0.161107 1.301216 -0.431786
H: -2.293272 -1.288332 -1.703244

Cartesian forces (eV/Å) of the 6 atoms listed first:
-0.370 0.478 -0.126
0.222 -0.232 0.007
-0.055 0.002 0.053
-0.040 0.111 -0.089
-0.011 0.034 0.069
0.023 -0.031 -0.056

Summary:
- max |F| (eV/Å) = 0.62
- orbital gap (eV) = 10.679
- LUMO energy (eV) = 1.06
- SMILES = CC[C@@H](C)C1=NC1
- multiplicity = 1
- HOMO (eV) = -9.621